# C4H12

A cluster of 2 separate species, C4H12 in total (the ωB97M-V functional and the def2-TZVPD basis, the OMol25 dataset).

The geometry in XYZ format:
```
16
Properties=species:S:1:pos:R:3:forces:R:3:mulliken_charge:R:1
C -1.1015 1.5647 -1.2557 0.44 1.80 0.56 -0.835
C -0.7368 1.3506 0.2303 0.28 -1.08 -1.18 -0.720
H -0.9873 0.7119 -1.9161 -0.26 -0.18 0.14 0.311
H -2.0947 2.0318 -1.2570 -0.04 -0.65 -0.51 0.275
H -0.4527 2.3708 -1.6559 -0.20 -0.44 0.04 0.231
H 0.3539 1.2835 0.3499 -0.35 0.54 0.26 0.177
H -1.2456 2.1007 0.8198 0.37 0.14 0.38 0.395
H -1.0706 0.3547 0.5143 -0.39 0.17 0.41 0.200
C 0.8349 -1.5153 -0.2492 -0.70 -0.24 0.62 -0.592
C 1.1202 -1.4501 1.2624 -1.00 0.40 -0.05 -0.889
H -0.1338 -1.0520 -0.4032 0.32 1.05 -0.27 0.000
H 1.6354 -1.0720 -0.8230 -0.10 -0.11 -0.58 0.274
H 0.4686 -2.4922 -0.6089 1.31 -0.26 0.28 0.330
H 0.1240 -1.6520 1.6793 0.60 -0.55 0.69 0.270
H 1.3590 -0.4609 1.6863 -0.04 0.01 -0.77 0.264
H 1.9270 -2.0744 1.6267 -0.22 -0.59 -0.03 0.310
```
Positions in Å, forces in eV/Å.

As for the spin multiplicity: 1. The structure (SMILES) is CC.CC. For the relative energy (zero: lowest compared OMol25 entry of this formula, charge and spin), the calculation gives 14.9 kcal/mol. Its HOMO energy is -11.3 eV. Its HOMO-LUMO gap is 12.48 eV. The LUMO energy is 0.0424 hartree.